# 1
Computed, not measured: a cluster of 9 separate species, C21H41Cl18FNP in total in a non-equilibrium geometry, with ωB97M-V/def2-TZVPD.

Positions of all 83 atoms, in Å:
C (2.5446, -0.9820, -3.7323)
C (1.1636, -1.4802, -3.8546)
Cl (0.2094, -1.3096, -2.4282)
C (0.6738, -2.0224, -4.9299)
Cl (-0.9877, -2.5099, -4.9548)
P (1.5765, -2.3637, -6.4788)
N (0.2832, -2.3084, -7.6201)
C (2.6046, -0.8310, -6.8978)
C (4.0604, -1.2242, -6.9305)
F (2.2598, -0.3708, -8.1600)
H (3.2484, -1.5716, -4.2920)
H (2.5393, 0.0380, -4.0818)
H (2.7926, -0.9215, -2.6884)
H (0.6742, -2.1686, -8.5475)
H (-0.2583, -1.4649, -7.4296)
H (2.4476, -0.0078, -6.2255)
H (4.7079, -0.3835, -6.7643)
H (4.2188, -1.9760, -6.1756)
H (4.2533, -1.7150, -7.8702)
Cl (-3.1743, -0.2104, -6.7546)
C (-4.6840, -1.1128, -7.0477)
C (-5.4525, -1.3831, -5.7789)
Cl (-4.6275, -2.5572, -4.7201)
H (-4.4266, -2.0371, -7.5584)
H (-5.2878, -0.5038, -7.7184)
H (-6.4219, -1.8127, -6.0262)
H (-5.6113, -0.4718, -5.2079)
Cl (1.2873, -1.8565, 2.2050)
C (-0.3551, -2.2884, 1.6545)
C (-1.0713, -1.1103, 1.0498)
Cl (-1.4743, 0.1454, 2.2522)
H (-0.8966, -2.6939, 2.5023)
H (-0.2436, -3.0700, 0.9046)
H (-2.0101, -1.4369, 0.6057)
H (-0.4649, -0.6441, 0.2765)
Cl (2.6320, 1.9955, 6.6294)
C (2.8577, 0.5369, 5.6284)
C (1.6000, -0.2831, 5.5236)
Cl (1.1606, -1.0460, 7.0751)
H (3.6730, -0.0392, 6.0579)
H (3.1553, 0.8745, 4.6371)
H (1.7434, -1.0873, 4.8044)
H (0.7544, 0.3191, 5.1998)
Cl (-3.2959, 0.6842, -3.5764)
C (-3.3393, 0.5943, -1.8004)
C (-4.0419, 1.7681, -1.1714)
Cl (-3.1222, 3.2822, -1.3718)
H (-2.3132, 0.5192, -1.4511)
H (-3.8623, -0.3276, -1.5448)
H (-4.1479, 1.6008, -0.1003)
H (-5.0292, 1.9168, -1.6010)
Cl (-3.0505, -2.4433, 4.1625)
C (-2.8514, -2.4791, 5.9355)
C (-3.4551, -1.2653, 6.5942)
Cl (-2.5582, 0.2186, 6.1979)
H (-1.7874, -2.5599, 6.1434)
H (-3.3416, -3.3822, 6.2970)
H (-3.4184, -1.3765, 7.6735)
H (-4.4913, -1.1185, 6.2983)
Cl (3.0691, 2.3116, -3.0274)
C (2.2263, 2.3082, -1.4559)
C (3.1275, 1.8537, -0.3406)
Cl (3.5319, 0.1185, -0.4724)
H (1.3462, 1.6743, -1.5455)
H (1.8941, 3.3288, -1.2694)
H (2.6235, 1.9914, 0.6149)
H (4.0562, 2.4116, -0.3225)
Cl (-2.0332, 0.5832, 9.8474)
C (-2.1158, -0.7752, 10.9976)
C (-1.2994, -1.9574, 10.5439)
Cl (-1.9975, -2.7352, 9.0978)
H (-3.1619, -1.0412, 11.1269)
H (-1.7315, -0.4120, 11.9492)
H (-1.2735, -2.7117, 11.3283)
H (-0.2781, -1.6718, 10.3058)
Cl (4.3913, 4.8974, 0.6247)
C (4.2254, 6.1768, -0.6109)
C (4.2240, 5.6161, -2.0105)
Cl (5.8061, 4.9398, -2.4685)
H (5.0370, 6.8840, -0.4645)
H (3.2830, 6.6864, -0.4175)
H (3.9964, 6.4079, -2.7222)
H (3.4854, 4.8294, -2.1258)

Summary:
total energy	-261343.720	eV
Kohn-Sham gap	8.613	eV
highest occupied orbital energy	-8.2	eV
multiplicity	1
SMILES string	C/C(Cl)=C(/Cl)P(N)[C@@H](C)F.ClCCCl.ClCCCl.ClCCCl.ClCCCl.ClCCCl.ClCCCl.ClCCCl.ClCCCl
max |F|	2.09	eV/A


# 2
Computed, not measured: an isolated molecule of C3H4N4O in a non-equilibrium geometry, with ωB97M-V/def2-TZVPD.

Positions of all 12 atoms, in Å:
H (-0.6440, 3.0012, -0.5424)
N (-1.1309, 2.1693, -0.2559)
C (-0.3297, 1.1797, -0.1389)
N (1.1019, 1.2199, -0.4152)
C (1.4919, 0.0173, -0.3160)
N (0.4509, -0.9256, -0.0708)
O (0.7071, -2.2373, -0.1229)
C (-0.7780, -0.2093, 0.0851)
N (-1.7935, -0.9170, 0.4639)
H (-2.6936, -0.3215, 0.6581)
H (2.5964, -0.3729, -0.1830)
H (1.0215, -2.6038, 0.8380)

Summary:
total energy	-11180.381	eV
Kohn-Sham gap	8.708	eV
highest occupied orbital energy	-9.2	eV
multiplicity	1
SMILES string	[H]/N=C1\N=CN(O)\C1=N\[H]
max |F|	4.15	eV/A


# 3
Computed, not measured: a structure of composition C25H46Cl2CrN3O6Si in a non-equilibrium geometry, with ωB97M-V/def2-TZVPD.

Positions of all 84 atoms, in Å:
C (2.8714, -2.3385, -1.7870)
C (2.4838, -1.5387, -2.9932)
H (2.4267, -3.3447, -1.8566)
H (2.5124, -1.8039, -0.8956)
H (3.9611, -2.4925, -1.7094)
C (2.6745, -2.0381, -4.2409)
C (3.0011, -3.4670, -4.5480)
H (2.5780, -1.4146, -5.1348)
H (2.4274, -4.1701, -3.9266)
H (4.0693, -3.7242, -4.4692)
H (2.7308, -3.6482, -5.5935)
Cr (1.1259, 0.8273, 1.4447)
Cl (2.3101, 1.7987, -0.1737)
C (-0.2441, 3.4045, 1.3799)
O (-0.4481, 2.1536, 1.3980)
N (-1.2079, 4.2792, 1.0669)
C (-2.5413, 3.7881, 0.6890)
C (-0.8597, 5.6331, 0.6490)
H (0.7489, 3.8287, 1.5982)
H (-2.9815, 3.2074, 1.5138)
H (-2.4665, 3.1574, -0.2060)
H (-3.1571, 4.6665, 0.4713)
H (-0.1878, 6.1026, 1.3745)
H (-1.7802, 6.2161, 0.5616)
H (-0.3564, 5.6583, -0.3314)
H (-2.5626, 1.5841, 4.3895)
H (-1.1377, 1.0896, 6.7399)
C (-2.4947, 0.4831, 4.3344)
C (-1.1267, 0.0511, 6.3669)
N (-1.2248, 0.0182, 4.9024)
H (-2.6055, 0.1399, 3.3012)
C (-0.1474, -0.2081, 4.1319)
O (-0.1535, -0.1501, 2.8746)
H (-0.2029, -0.4338, 6.7041)
H (0.7644, -0.4884, 4.7047)
H (-3.2968, 0.0596, 4.9534)
H (-1.9891, -0.4806, 6.7959)
H (-0.0846, -4.9273, 3.6261)
H (-0.4627, -4.1715, 0.7378)
C (-1.1190, -5.2216, 3.3918)
C (-1.4484, -4.5716, 1.0107)
N (-1.7328, -4.3307, 2.4169)
H (-1.6960, -5.2044, 4.3251)
C (-2.3638, -3.2005, 2.8261)
O (-2.7627, -2.2951, 2.0931)
H (-2.1948, -4.1126, 0.3541)
H (-2.4770, -3.1624, 3.9319)
H (-1.1005, -6.2386, 2.9851)
H (-1.4277, -5.6569, 0.8523)
O (0.8835, -0.1836, -1.6559)
C (1.8851, -0.1425, -2.6831)
C (0.7154, 0.0224, -4.9351)
C (1.4888, 0.6299, -3.9438)
H (0.5168, -1.0461, -4.8504)
C (0.2502, 0.7498, -6.0416)
H (2.6762, 0.4251, -2.1724)
C (1.8918, 1.9602, -4.1268)
H (-0.4210, 0.2777, -6.7663)
C (0.6595, 2.0702, -6.2126)
C (1.4765, 2.6815, -5.2529)
H (2.5281, 2.4040, -3.3590)
H (0.2923, 2.6419, -7.0641)
H (1.8106, 3.7121, -5.3977)
Si (-0.8584, -0.4847, -1.9273)
Cl (-0.6107, -2.5246, -1.8405)
C (-1.9746, -0.4544, -3.4931)
C (-1.0228, 1.5049, -2.1734)
C (-1.9324, -0.2639, -0.3625)
H (-2.1520, 0.5457, -3.9143)
H (-2.9642, -0.8343, -3.1768)
H (-1.5867, -1.0829, -4.3064)
H (-2.1209, -1.2116, 0.1590)
H (-2.8951, 0.2146, -0.5972)
H (-1.4128, 0.4257, 0.3164)
H (-0.4739, 1.8171, -3.0757)
H (-0.5531, 2.0072, -1.3158)
H (-2.0726, 1.8244, -2.2498)
C (3.4342, 1.3368, 4.7474)
C (2.5904, 1.2079, 3.5088)
O (1.6522, 2.0525, 3.2789)
O (2.7435, 0.2201, 2.6784)
H (2.8005, 1.4093, 5.6402)
H (3.9857, 2.2782, 4.6912)
H (4.1266, 0.4969, 4.8432)

Summary:
total energy	-104775.234	eV
Kohn-Sham gap (spin up / spin down)	5.316 / 5.313	eV
⟨S²⟩	6.01
highest occupied orbital energy (spin up / spin down)	-3.3 / -3.3	eV
multiplicity	5
net charge	-1
max |F|	5.23	eV/A


# 4
Computed, not measured: a structure of composition C12H29N2OP3Ti in a non-equilibrium geometry, with ωB97M-V/def2-TZVPD.

Positions of all 48 atoms, in Å:
Ti (0.3543, -0.1146, -0.2251)
P (2.5829, 0.8668, 0.7677)
P (0.3438, -2.4276, -1.2992)
N (-0.0912, 1.7757, 0.5994)
N (-1.6297, -0.3861, -0.2950)
H (-1.9280, 2.8279, 0.6299)
H (-3.2782, 0.6369, 0.4976)
H (-1.7587, 1.6402, 1.9037)
C (-1.5253, 1.8296, 0.8433)
H (-2.5901, 1.3394, -0.9709)
C (-2.3297, 0.8505, -0.0157)
H (0.1756, 3.6574, 1.3926)
H (-3.1795, -1.0891, -1.5119)
C (0.6549, 2.7219, 1.1068)
C (-2.1380, -1.2707, -1.1959)
C (2.1619, 2.6440, 1.2813)
C (-1.3911, -2.2989, -1.7415)
H (2.3889, 2.8164, 2.3372)
H (-1.8719, -2.9523, -2.4715)
H (0.9450, -2.5215, -2.5857)
H (0.4322, -3.7846, -0.8878)
H (3.8679, 0.9359, 0.1480)
H (2.9639, 0.4777, 2.0806)
H (-0.8845, 0.9088, -3.4931)
C (0.1553, 1.0128, -3.1696)
C (1.0370, 0.4928, -4.2890)
C (0.4319, 2.4560, -2.8072)
O (0.4159, 0.1782, -2.0134)
H (0.7077, 0.8542, -5.2655)
H (2.0689, 0.8060, -4.1342)
H (1.0448, -0.5985, -4.3030)
H (-0.0790, 2.7287, -1.8815)
H (1.5142, 2.5749, -2.6527)
H (0.1243, 3.1709, -3.5855)
H (2.7739, 3.4023, 0.7824)
C (1.1837, -1.4068, 3.4609)
P (0.0372, -1.5635, 2.0500)
C (-0.1522, -3.3835, 1.9442)
C (-1.5610, -1.1619, 2.8632)
H (2.1853, -1.7323, 3.1586)
H (0.8370, -2.0273, 4.2991)
H (1.2344, -0.3614, 3.7840)
H (-0.5447, -3.7626, 2.8983)
H (-0.8450, -3.6466, 1.1385)
H (0.8162, -3.8538, 1.7397)
H (-1.7421, -1.8906, 3.6652)
H (-1.5443, -0.1518, 3.2904)
H (-2.3752, -1.2199, 2.1323)

Summary:
total energy	-68916.566	eV
Kohn-Sham gap (spin up / spin down)	6.075 / 6.590	eV
⟨S²⟩	3.81
highest occupied orbital energy (spin up / spin down)	-8.3 / -11.9	eV
multiplicity	4
net charge	+1
max |F|	3.21	eV/A